No. 1
24
Properties=species:S:1:pos:R:3:forces:R:3 method="wB97M-V/def2-TZVPD" molar_mass_g_mol=122.19 charge=+1 de_lowest_kcal_mol=66.3 lumo_energy_ev=-3.2 homo_lumo_gap_ev=9.014 e_homo_ev=-12.165
N -0.580 1.092 -1.066 2.33 -2.59 -1.82
C 0.823 1.633 -0.712 -0.12 0.78 -0.24
C 1.443 1.330 0.680 -0.32 2.13 0.43
N 0.687 0.608 1.622 1.45 -2.08 -1.96
C 1.047 -0.845 1.711 -0.26 0.74 -2.53
C 0.321 -1.871 0.589 1.47 3.59 2.80
N -1.091 -1.653 0.526 0.18 0.68 -1.27
H -1.341 1.725 -0.806 0.27 -0.39 -0.13
H -0.714 0.097 -0.708 -0.25 1.23 0.23
H -0.608 0.862 -2.133 -0.45 1.02 2.22
H 0.647 2.690 -0.925 0.65 0.02 0.30
H 1.681 1.276 -1.297 -1.36 -0.10 -1.27
H 1.713 2.309 1.119 -0.10 -0.15 -0.28
H 2.415 0.871 0.466 -0.38 -0.31 0.40
H -0.044 1.057 2.128 -0.08 -0.20 0.51
H 2.169 -1.006 1.570 -1.46 0.55 0.20
H 0.835 -0.891 2.719 -0.69 -2.14 2.19
H 0.658 -2.818 0.909 -0.30 -1.40 0.35
H 0.897 -1.657 -0.311 -0.33 0.11 -0.53
H -1.690 -2.405 0.417 -0.80 -1.99 -0.31
H -1.651 -0.913 0.887 0.79 0.77 0.98
H -2.735 -0.656 -1.735 -0.97 -1.62 1.86
H -2.457 -0.706 -3.226 -0.11 0.73 0.94
O -2.423 -0.130 -2.423 0.82 0.61 -3.08

---

No. 2
24
Properties=species:S:1:pos:R:3:forces:R:3 method="wB97M-V/def2-TZVPD" molar_mass_g_mol=122.19 charge=+1 de_lowest_kcal_mol=16.1 lumo_energy_ev=-2.8 homo_lumo_gap_ev=10.448 e_homo_ev=-13.207
C -0.331 2.433 0.569 -0.03 0.05 -0.08
N -1.247 3.501 0.191 0.10 -0.20 0.28
C 0.211 1.801 -0.703 0.15 -0.09 0.18
N 1.188 0.720 -0.362 0.04 -0.09 0.25
H -0.785 1.658 1.203 0.04 -0.05 -0.01
H 0.505 2.856 1.129 -0.03 0.09 0.03
H -2.109 3.093 -0.143 -0.20 0.02 -0.19
H -1.509 4.037 1.010 0.11 0.12 -0.05
H 0.724 2.539 -1.314 -0.07 0.05 -0.02
H -0.581 1.338 -1.288 -0.03 0.01 -0.06
H 1.571 0.269 -1.195 0.02 -0.08 -0.03
H 1.973 1.081 0.188 -0.17 -0.01 -0.11
H 0.750 -0.097 0.172 0.09 0.06 -0.16
C -0.873 -2.198 1.306 -0.14 0.21 -0.04
N 0.313 -1.830 0.522 0.00 0.04 -0.01
C 0.262 -2.410 -0.809 0.02 0.04 0.00
O 1.389 -1.903 -1.511 -0.15 -0.10 -0.57
H -1.752 -1.705 0.892 -0.03 -0.01 -0.06
H -0.750 -1.846 2.323 0.03 -0.02 0.14
H -1.059 -3.273 1.318 0.04 -0.08 0.02
H 1.129 -2.213 0.990 0.08 -0.02 0.00
H 0.289 -3.503 -0.772 0.02 -0.04 -0.07
H -0.664 -2.091 -1.295 -0.08 -0.03 0.08
H 1.357 -2.256 -2.419 0.18 0.14 0.49

---

No. 3
24
Properties=species:S:1:pos:R:3:forces:R:3 method="wB97M-V/def2-TZVPD" molar_mass_g_mol=120.20 multiplicity=2 charge=+1 de_lowest_kcal_mol=16.8 lumo_energy_ev="-3.2 / -3.3" homo_lumo_gap_ev="3.231 / 9.071" e_homo_ev="-6.452 / -12.360"
C -2.389 -0.215 2.123 -0.62 0.13 0.90
C -0.948 -1.788 1.096 -0.43 -0.11 1.24
N -1.022 -0.704 1.999 -0.15 -0.77 -3.03
N -1.591 -1.731 -0.130 0.75 -0.16 1.45
N -0.170 -2.919 1.325 0.50 0.55 -0.24
H -0.452 -0.727 2.826 -0.14 -0.19 0.06
H -1.914 -0.860 -0.504 0.06 0.06 -0.33
H -1.501 -2.571 -0.667 -0.22 0.30 -0.61
H 0.152 -3.168 2.244 -0.26 0.33 0.17
H -0.398 -3.738 0.792 -0.08 -0.09 -0.13
H -3.014 -1.028 2.530 -0.02 0.55 0.49
H -2.942 0.067 1.226 0.86 -0.14 -0.52
H -2.369 0.720 2.685 -0.19 -0.34 0.49
C 2.225 1.340 -1.397 -1.31 0.56 -0.62
C 1.264 0.924 -2.474 -0.19 0.34 -0.50
N 1.773 2.732 -0.868 -0.83 -1.51 1.04
H 2.282 0.591 -0.606 -0.03 0.64 0.42
H 3.176 1.460 -1.896 0.41 0.29 0.40
H 1.373 1.682 -3.266 0.20 -0.84 -0.42
H 0.195 0.957 -2.269 0.05 -0.23 0.72
H 0.932 2.644 -0.268 0.44 -0.94 0.78
H 2.534 3.074 -0.283 -0.21 0.97 -0.26
H 1.268 3.369 -1.497 1.57 0.21 -0.88
H 1.536 -0.109 -2.721 -0.16 0.39 -0.63